Density functional theory data (the ωB97M-V functional and the def2-TZVPD basis) for C32H42CdFN6O6PSi as an isolated structure.

**Energy relative to the best compared isomer or geometry (same formula, charge and spin)**: 3.422 eV
**Lowest unoccupied orbital energy**: -1.11 eV

Each line ends with the Löwdin charge.
Element x y z (Å)
O 0.70946 -3.20120 -0.28720  -0.02
O -0.49452 -7.54139 -4.64385  0.09
O -5.00733 -4.86321 -1.42578  0.09
H -4.94495 4.30325 -0.78523  0.10
H 3.62633 -2.36153 -1.76640  0.11
O 1.22704 -6.35952 -4.11134  0.09
H -4.60323 0.28457 0.67962  0.12
H 2.46156 4.49776 -0.55021  0.03
N 1.52797 0.38493 -3.44980  -0.14
H 4.56363 0.28518 4.20941  0.08
H 2.94331 1.64193 2.05679  0.04
H -3.41020 -0.87964 4.81914  0.08
H -2.03322 1.87998 4.27736  0.12
C 2.99747 0.48555 -3.38057  -0.17
C 2.55162 1.05264 4.09911  -0.38
N -0.77945 2.76652 0.41683  -0.21
H -3.69081 0.21728 3.46829  0.07
C -0.59445 -1.09635 3.63815  -0.06
H -1.46992 5.99067 0.77490  0.02
H 1.28661 1.72767 -1.82596  0.06
H -0.16991 0.81332 -2.27793  0.09
C 3.55372 -0.09382 4.04800  -0.08
C -2.38518 -4.20293 -1.57915  0.09
C -4.18898 1.25068 0.42045  -0.04
H -0.26631 5.52583 1.97985  0.03
H -0.80485 3.79982 -2.40509  0.03
H 3.26482 1.52510 -3.19097  0.12
H 0.31578 2.55598 4.39460  0.12
N 0.04560 -6.62266 -4.06788  -0.35
H 0.07728 -1.11579 -3.56698  0.12
C 1.16518 -1.03634 -3.53611  -0.23
H -6.04526 2.15756 -0.17260  0.10
C 2.90982 2.10209 3.04898  -0.09
P 1.46972 -0.53315 -0.89888  0.80
C -0.39986 -2.84248 -0.90938  -0.49
H 1.57518 -1.48476 -4.44327  0.12
C -1.01532 -3.99502 -1.63571  -0.08
C 1.10454 0.60356 3.96544  -0.25
C -3.05990 -0.59745 3.82385  -0.05
C 1.88763 3.92983 0.18669  -0.19
O -0.86375 -1.72729 -0.92148  0.07
C 0.91736 0.76652 -2.19558  -0.31
F -2.09390 0.37290 0.98558  -0.06
C -2.98845 3.64467 -0.25138  -0.05
N -4.38136 -5.47739 -2.26151  -0.35
H 3.89400 2.53357 3.24190  0.09
C 1.48410 -2.09171 0.19112  -0.26
O -4.84238 -6.28601 -3.03593  0.10
H 3.35407 -0.85118 4.80722  0.08
C -2.83744 1.44876 0.55084  -0.24
H 0.70838 4.70587 -2.42741  0.02
C -0.20752 -4.78525 -2.44079  0.09
C -0.80470 -5.78271 -3.18388  -0.10
C -0.24078 4.58730 -1.89897  -0.18
C -2.15938 -6.03680 -3.15140  0.09
H -0.79922 5.51962 -2.01667  0.03
H 0.19644 6.54916 0.61113  0.03
Si 0.04425 4.19251 -0.08340  0.32
C 0.07152 1.52239 4.17440  -0.06
N 1.69426 -1.70396 -2.34828  -0.19
C -2.14573 2.63178 0.25116  -0.34
H 1.50798 -1.45688 3.51811  0.10
H 3.87842 -0.50445 -0.28077  0.09
H -0.84229 -2.12847 3.41476  0.12
C -4.97841 2.28763 -0.05823  -0.11
C -4.35753 3.48075 -0.39723  -0.10
C 3.15710 -1.72770 -2.52245  -0.23
H -3.20590 -1.45300 3.16450  0.08
C 0.74206 -0.71139 3.68564  -0.08
H 2.49744 -2.48408 0.28958  0.09
H -2.60428 -6.82266 -3.74155  0.14
C -0.42623 5.70088 0.91272  -0.18
H 2.63562 1.52714 5.08255  0.14
C -1.25755 1.13849 4.12362  -0.05
N 3.66596 -0.36208 -2.36870  -0.14
H 3.54002 -0.58090 3.06846  0.07
Cd 0.35189 0.97948 0.85697  1.30
H 2.20034 2.88599 0.09685  -0.04
C -1.61530 -0.18292 3.86238  -0.30
H 0.85844 -4.61172 -2.49087  0.13
C 3.24760 0.00136 -1.01374  -0.29
H 1.08857 -1.78352 1.15803  0.04
H -2.54601 4.59151 -0.53617  0.07
H -3.02620 -3.58087 -0.97093  0.14
H 2.18547 2.91592 3.01808  0.06
H 2.19202 4.27654 1.17618  0.02
H 3.32085 1.07566 -0.85135  0.07
H 3.41517 -2.12406 -3.50694  0.12
H 3.39273 0.19652 -4.35494  0.12
C -2.91834 -5.23033 -2.32844  -0.10